DFT (ωB97M-V/def2-TZVPD) results for an isolated molecule of C6H10O4 in a non-equilibrium geometry.

```
20
Properties=species:S:1:pos:R:3:forces:R:3
O 0.6984 -1.7266 -1.7939 0.40 1.40 0.54
C 0.1054 -0.4897 -1.2323 0.58 -4.16 0.43
C 1.0358 -0.1836 -0.0215 -0.11 -0.36 -1.48
O 1.2345 -1.3993 0.6983 1.75 0.41 -0.92
C 0.4431 0.7547 0.9517 2.52 3.33 1.78
O 0.6249 2.1222 0.4013 -0.08 -0.73 0.28
C -0.9720 0.7263 1.4248 -2.98 -0.08 -0.96
C -1.5431 0.4737 0.0004 -0.65 0.65 0.65
O -2.4627 -0.4429 -0.5852 -0.47 0.11 -0.03
C -1.1067 -0.8449 -0.4133 -0.62 1.13 -1.08
H 0.2147 -1.8425 -2.5923 -0.43 -0.53 -1.11
H -0.0140 0.2160 -2.0407 -0.06 0.56 0.26
H 1.9880 0.2656 -0.4246 -0.58 -0.60 0.62
H 2.0831 -1.6819 0.3070 -0.70 -0.69 0.57
H 1.1059 0.6489 1.8183 0.00 0.26 0.12
H 1.4931 2.1602 -0.0269 -0.28 0.02 0.26
H -1.2860 1.7334 1.8549 0.61 -1.44 -0.27
H -1.2695 -0.1570 2.0581 0.64 1.12 -0.33
H -1.3243 1.2716 -0.7331 -0.12 -0.25 0.80
H -1.0485 -1.6043 0.3491 0.55 -0.13 -0.13
```
Positions in Å, forces in eV/Å.

HOMO energy: -9.53 eV
Net charge: 0
Calculated total energy: -535.44103 a.u.
Relative energy (zero: lowest compared OMol25 entry of this formula, charge and spin): 97.3 kcal per mole